# C50H36GeN9O4Sc

A molecular structure, C50H36GeN9O4Sc in a non-equilibrium geometry (ωB97M-V with the def2-TZVPD basis set, OMol25).

```
101
Properties=species:S:1:pos:R:3:forces:R:3
Sc 0.643 -0.712 1.361 1.3 -0.8 0.4
O 2.323 3.052 3.099 -0.1 0.2 0.2
C 1.703 1.926 2.791 0.3 -0.1 -0.1
O 2.222 1.044 2.132 -0.2 -0.1 -0.1
C 0.322 1.778 3.297 -0.2 0.1 0.1
C -0.293 2.634 4.170 0.2 0.0 -0.1
C -1.611 2.317 4.587 -0.1 -0.1 0.0
C -2.225 1.207 4.086 -0.1 0.1 0.1
C -1.548 0.381 3.158 0.3 0.1 -0.1
N -0.245 0.670 2.798 -0.6 0.1 0.3
C -2.033 -0.758 2.480 -0.3 0.1 0.2
O -3.274 -1.240 2.650 0.1 0.0 0.0
O -1.290 -1.363 1.654 -0.8 -0.1 0.2
H 3.202 3.043 2.695 0.1 -0.1 -0.1
H 0.216 3.515 4.529 0.0 0.0 0.0
H -2.118 2.956 5.296 0.0 0.0 0.0
H -3.236 0.967 4.395 0.0 0.0 0.0
H -3.766 -0.671 3.253 0.0 0.0 0.0
C 0.900 -3.752 4.728 -0.1 0.4 -0.1
C 0.669 -2.572 4.072 -0.1 -0.3 0.3
N 1.318 -2.235 2.938 -0.1 0.3 -0.8
C 2.263 -3.142 2.489 0.2 0.1 -0.2
C 2.444 -4.353 3.173 -0.2 0.0 0.3
N 1.784 -4.676 4.262 0.3 -0.2 -0.2
C 2.978 -2.765 1.303 -0.3 0.0 0.4
C 4.024 -3.490 0.717 0.3 0.0 -0.4
C 4.602 -3.040 -0.456 -0.2 0.0 0.3
C 4.128 -1.840 -1.021 -0.1 0.1 0.0
C 3.102 -1.166 -0.394 0.2 -0.1 -0.2
N 2.536 -1.616 0.736 0.4 0.0 0.0
C 2.434 0.027 -0.956 0.2 0.1 -0.4
C 2.961 0.813 -1.940 0.0 -0.2 0.2
N 2.234 1.842 -2.478 -0.3 0.2 0.0
C 1.037 2.042 -2.033 0.3 0.0 -0.1
C 0.414 1.256 -0.983 -0.2 -0.3 0.4
N 1.189 0.235 -0.458 0.1 0.4 -0.4
C 5.663 -3.817 -1.129 0.1 -0.1 0.0
C 5.775 -3.834 -2.518 0.0 0.0 0.1
C 6.782 -4.587 -3.101 0.0 0.0 0.0
N 7.659 -5.306 -2.409 0.1 -0.1 -0.1
C 7.552 -5.290 -1.084 0.0 0.0 0.0
C 6.586 -4.568 -0.403 0.0 0.1 -0.1
H 0.378 -4.002 5.643 0.0 0.1 0.0
H -0.054 -1.859 4.455 0.0 0.0 0.0
H 3.144 -5.094 2.802 0.0 0.0 0.0
H 4.360 -4.416 1.161 0.0 0.0 0.0
H 4.552 -1.454 -1.935 0.0 0.0 0.0
H 3.968 0.686 -2.312 0.0 -0.1 0.0
H 0.478 2.862 -2.469 -0.1 0.1 0.0
H -1.178 0.749 0.268 -0.2 0.1 -0.1
H 5.074 -3.294 -3.139 0.0 0.0 0.0
H 6.891 -4.619 -4.180 0.0 0.0 0.0
H 8.283 -5.881 -0.543 0.0 0.0 0.0
H 6.565 -4.571 0.678 0.0 0.0 0.0
C -0.851 1.451 -0.497 0.1 0.1 -0.2
Ge -2.138 2.682 -1.216 0.1 -0.1 0.0
C -2.554 2.022 -3.036 0.1 0.1 0.2
C -3.393 0.910 -3.113 0.0 0.1 0.0
C -3.538 0.206 -4.299 0.0 -0.1 0.0
C -2.841 0.600 -5.433 0.0 0.0 0.0
C -2.018 1.715 -5.378 0.0 0.0 -0.1
C -1.879 2.419 -4.188 0.0 0.0 0.0
C -1.406 4.510 -1.089 -0.1 -0.3 -0.1
C -0.890 4.855 0.161 0.0 0.0 0.0
C -0.261 6.073 0.363 0.0 0.0 0.0
C -0.134 6.968 -0.691 0.0 0.0 0.0
C -0.654 6.645 -1.935 0.0 0.1 0.0
C -1.290 5.426 -2.130 -0.1 0.0 0.0
C -3.753 2.544 -0.109 0.2 0.1 -0.1
C -4.573 3.654 0.082 0.0 0.0 0.0
C -5.736 3.559 0.833 0.0 0.0 0.0
C -6.093 2.346 1.404 -0.1 0.0 0.0
C -5.283 1.232 1.229 0.0 0.0 0.0
C -4.120 1.334 0.478 0.1 0.0 0.0
H -3.945 0.599 -2.232 0.0 -0.1 0.0
H -4.197 -0.654 -4.341 0.0 0.0 0.0
H -2.942 0.039 -6.353 0.0 0.0 0.0
H -1.477 2.033 -6.261 0.0 0.0 0.0
H -1.227 3.284 -4.168 0.1 0.0 0.0
H -0.979 4.148 0.981 0.1 0.0 0.0
H 0.133 6.324 1.340 0.0 0.0 0.0
H 0.368 7.915 -0.540 0.0 0.0 0.0
H -0.564 7.344 -2.757 0.0 0.0 0.0
H -1.707 5.198 -3.104 0.0 0.0 0.0
H -4.291 4.604 -0.361 -0.1 0.0 0.0
H -6.364 4.430 0.970 0.0 0.0 0.0
H -7.004 2.268 1.985 0.0 0.0 0.0
H -5.560 0.281 1.668 0.0 0.0 0.0
H -3.491 0.458 0.349 -0.1 0.0 0.0
N -2.893 -6.182 0.926 0.0 0.0 0.0
C -2.337 -5.343 0.372 -0.1 -0.2 0.1
C -1.662 -4.294 -0.328 0.2 0.2 -0.2
C -2.078 -3.896 -1.598 0.1 0.0 0.1
C -1.394 -2.870 -2.223 0.0 -0.1 0.0
C -0.336 -2.274 -1.554 0.1 0.1 -0.1
N 0.063 -2.639 -0.334 -0.4 0.2 0.2
C -0.586 -3.636 0.261 0.0 -0.2 -0.1
H -2.916 -4.389 -2.072 0.0 0.0 0.0
H -1.674 -2.527 -3.208 0.0 0.0 0.0
H 0.216 -1.463 -2.014 0.0 0.0 0.1
H -0.242 -3.929 1.246 -0.1 0.1 0.0
```
Forces are in eV/Å.

Summary:
* energy relative to the best compared isomer or geometry (same formula, charge and spin): 20.3 kJ/mol
* E_HOMO (spin up / spin down): -5.54 / -6.83 eV
* max |F|: 1.56 eV/Å
* E_tot: -151255.485 eV
* frontier orbital gap (spin up / spin down): 0.17106 / 0.22169 hartree
* LUMO level (spin up / spin down): -0.88 / -0.80 eV

Atomic partial charges in e from the Mulliken method, atoms 1 to 2: -1.139 -0.505